# 1
{
  "formula": "C6H10O",
  "method": "ωB97M-V with the def2-TZVPD basis set",
  "fmax_ev_per_a": 0.53,
  "e_homo_ev": -9.06,
  "total_energy_ev": -8430.85451,
  "de_lowest_kcal_mol": 8.9,
  "lumo_ev": 1.00,
  "charge": 0,
  "orbital_gap_ev": 10.1,
  "smiles": "C/C=C(/C)CC=O",
  "symbols": ["H", "O", "H", "H", "H", "H", "H", "H", "C", "C", "C", "H", "H", "H", "C", "C", "C"],
  "xyz": [[1.1553, -0.4734, -1.7250], [1.6206, -1.5474, 1.1792], [-2.5709, -0.5547, 1.3342], [-0.2928, -1.3093, -1.2116], [-1.2120, 1.6155, 1.0162], [-3.1218, 0.3855, -0.0502], [0.9395, 2.3479, 0.7380], [-2.1226, -1.0515, -0.3020], [1.3992, -1.6795, 0.0005], [-1.0620, 0.6988, 0.4439], [0.1522, 0.5048, -0.0751], [1.5341, 1.9462, -0.8846], [1.8165, -2.5472, -0.5559], [2.1470, 1.0670, 0.5226], [-2.2722, -0.1835, 0.3464], [1.2497, 1.5239, 0.0889], [0.5610, -0.7310, -0.8346]],
  "atomic_forces_ev_per_a": [[-0.06, -0.03, 0.13], [-0.08, -0.08, -0.52], [0.06, 0.06, -0.12], [0.13, 0.06, 0.07], [0.03, -0.09, -0.12], [0.11, -0.09, 0.06], [0.02, -0.13, -0.10], [-0.01, 0.12, 0.11], [0.07, 0.02, 0.31], [0.16, 0.02, -0.06], [-0.20, 0.09, 0.05], [-0.03, -0.08, 0.13], [-0.05, 0.07, 0.06], [-0.13, 0.06, -0.05], [-0.01, -0.08, -0.04], [0.05, 0.04, 0.04], [-0.06, 0.04, 0.05]]
}

# 2
{
  "formula": "C6H11NO",
  "method": "ωB97M-V with the def2-TZVPD basis set",
  "fmax_ev_per_a": 9.80,
  "e_homo_ev": -8.91,
  "total_energy_ev": -9930.48510,
  "de_lowest_kcal_mol": 183.8,
  "lumo_ev": 0.56,
  "charge": 0,
  "orbital_gap_ev": 9.5,
  "smiles": "OCC1C[C@H]2N[C@@H]2C1",
  "symbols": ["H", "C", "C", "H", "N", "H", "H", "H", "H", "H", "O", "H", "H", "H", "C", "C", "C", "C", "H"],
  "xyz": [[-0.9239, -2.0339, 0.1173], [-0.9251, -1.0590, 0.4244], [-1.1914, 1.2639, -0.0982], [-1.5177, 1.5477, 0.9034], [-2.3639, 1.3029, -1.1749], [-1.6048, -1.1674, 1.3475], [3.0334, -2.1131, 0.6409], [0.4674, -0.0114, 1.5682], [1.6849, -0.4887, -1.2878], [-3.1642, 1.8195, -0.4541], [2.1280, -2.1045, 0.0166], [2.6216, -0.0142, 0.1586], [-0.8878, -0.1958, -1.4611], [0.7920, 1.8700, 0.5855], [0.3101, 1.0568, -0.0123], [0.4179, -0.1810, 0.5434], [1.7563, -0.7443, -0.2081], [-1.5976, 0.0289, -0.6715], [0.9647, 1.2234, -0.9378]],
  "atomic_forces_ev_per_a": [[0.78, -2.35, -1.51], [-3.05, 3.53, 0.72], [0.10, 1.24, -0.99], [-0.57, -0.35, -0.15], [-0.45, 1.21, 3.75], [1.47, 0.87, -0.80], [-3.88, 0.04, -2.60], [1.11, -0.55, 2.06], [-0.33, -0.77, 0.54], [2.40, -2.63, -2.51], [3.39, 0.56, 2.34], [-1.68, -1.38, -0.64], [-0.59, 0.34, -0.84], [-0.45, -0.59, 0.18], [0.82, 9.03, -3.74], [1.49, -7.42, 0.39], [1.08, 1.19, 2.13], [-0.07, -1.57, 1.23], [-1.57, -0.39, 0.44]]
}

# 3
{
  "formula": "C4H12N2O3",
  "method": "ωB97M-V with the def2-TZVPD basis set",
  "fmax_ev_per_a": 0.35,
  "e_homo_ev": -9.32,
  "total_energy_ev": -13462.72401,
  "de_lowest_kcal_mol": 82.5,
  "lumo_ev": 0.86,
  "charge": 0,
  "orbital_gap_ev": 10.2,
  "symbols": ["H", "H", "O", "H", "C", "H", "H", "C", "C", "O", "H", "H", "N", "H", "H", "H", "C", "H", "N", "H", "O"],
  "xyz": [[1.9279, 0.0218, -1.8789], [-1.6330, -0.3958, -1.8635], [-0.0427, 0.4271, -0.8349], [1.9007, -0.6522, 0.5702], [-0.5447, -0.2785, -1.9364], [-1.3736, -1.7931, 1.8758], [-2.0863, -0.6123, 0.7559], [1.8547, 0.8070, -1.1128], [0.0498, -0.5412, 0.9545], [2.4614, 0.6722, -0.0223], [1.0811, 1.0033, 1.6843], [-0.0994, -1.2818, -2.0318], [0.1581, 0.5842, 1.7106], [-1.2123, -2.0257, 0.1280], [-0.3398, 0.2637, -2.8702], [1.6493, 1.8116, -1.4998], [-1.2459, -1.2813, 0.9185], [-1.6231, 1.2898, 2.2668], [-0.8508, 1.5727, 1.6778], [-1.1533, 1.6883, 0.7128], [1.1221, -1.2798, 0.7953]],
  "atomic_forces_ev_per_a": [[-0.06, 0.01, 0.05], [0.04, 0.00, -0.01], [0.27, -0.15, 0.17], [-0.11, -0.01, 0.03], [0.08, 0.09, 0.11], [0.04, 0.04, -0.03], [0.03, 0.01, 0.01], [-0.13, -0.11, 0.20], [0.11, 0.13, -0.05], [-0.19, 0.03, -0.21], [-0.03, -0.06, -0.03], [-0.01, 0.03, 0.01], [-0.04, -0.01, -0.17], [0.02, 0.02, 0.00], [0.00, -0.04, 0.04], [-0.02, -0.05, 0.04], [0.03, 0.06, -0.06], [0.04, -0.01, -0.04], [0.09, -0.18, -0.03], [0.01, -0.05, 0.03], [-0.16, 0.25, -0.05]]
}

# 4
{
  "formula": "C3H3Br2F",
  "method": "ωB97M-V with the def2-TZVPD basis set",
  "fmax_ev_per_a": 6.94,
  "e_homo_ev": [-8.59, -10.19],
  "total_energy_ev": -145955.45203,
  "de_lowest_kcal_mol": 123.0,
  "lumo_ev": [-1.40, -1.32],
  "charge": 0,
  "orbital_gap_ev": [7.2, 8.9],
  "symbols": ["C", "Br", "H", "C", "H", "C", "Br", "H", "F"],
  "xyz": [[-0.6179, 0.8790, 0.1463], [-1.6494, -1.7062, 0.0260], [2.3475, -0.1403, -0.2499], [1.6966, -1.0433, -0.1080], [-1.3710, 1.0247, -0.6816], [-0.3073, -0.4467, -0.0002], [-1.7831, 1.2797, 1.8409], [1.3678, -1.7036, -0.9918], [0.3167, 1.8567, 0.0183]],
  "atomic_forces_ev_per_a": [[-2.82, 3.05, -1.01], [0.34, 0.02, -0.11], [-0.65, -0.98, 0.30], [-5.28, 1.27, -1.95], [0.23, 0.50, 0.96], [5.94, -3.58, 0.35], [0.67, 0.02, -0.54], [1.41, 0.60, 1.56], [0.15, -0.89, 0.46]]
}

# 5
{
  "formula": "C2H3NO4S",
  "method": "ωB97M-V with the def2-TZVPD basis set",
  "fmax_ev_per_a": 1.98,
  "e_homo_ev": [0.55, 0.46],
  "total_energy_ev": -22633.56710,
  "de_lowest_kcal_mol": 0.0,
  "lumo_ev": [6.50, 6.75],
  "charge": -2,
  "orbital_gap_ev": [6.0, 6.3],
  "symbols": ["C", "C", "H", "S", "O", "H", "N", "H", "O", "O", "O"],
  "xyz": [[-2.1928, -0.2203, -0.3844], [-1.5372, 0.3499, 0.6733], [-1.8608, 0.2741, 1.6997], [1.2470, -0.5998, 0.5220], [-1.4796, -0.7218, -1.4561], [-0.5419, -0.9028, -1.1766], [2.4734, 0.4468, 0.4903], [2.3862, 0.9926, -0.3654], [1.1037, -1.3321, -0.8116], [1.5163, -1.5375, 1.6541], [-3.4409, -0.0875, -0.5353]],
  "atomic_forces_ev_per_a": [[-0.94, 0.18, -1.44], [1.81, 0.43, 0.67], [0.02, -0.30, 0.12], [0.69, -0.52, -0.19], [-0.29, -0.14, 0.56], [-0.21, 0.05, -0.15], [-0.76, -0.44, 0.22], [-0.25, -0.10, -0.09], [-0.12, 0.69, 0.95], [-0.39, 0.60, -0.60], [0.43, -0.46, -0.06]]
}

# 6
{
  "formula": "C2H12NO4PSi2",
  "method": "ωB97M-V with the def2-TZVPD basis set",
  "fmax_ev_per_a": 0.60,
  "e_homo_ev": -9.51,
  "total_energy_ev": -36997.03202,
  "lumo_ev": 0.47,
  "charge": 0,
  "orbital_gap_ev": 10.0,
  "symbols": ["O", "H", "H", "C", "H", "H", "P", "H", "Si", "N", "O", "H", "H", "Si", "C", "H", "O", "H", "O", "H", "H", "H"],
  "xyz": [[-4.3411, 0.9463, 1.1920], [2.1020, 0.2209, -2.1646], [-4.3503, -0.4237, -1.0013], [2.0401, -0.4068, -1.2718], [-2.2884, 2.7560, -0.5337], [0.2616, -0.8426, 0.8030], [-3.2010, 0.1739, 0.6812], [2.1590, -1.4351, -1.6332], [0.3118, -0.3322, -0.5884], [3.1651, -0.4969, 1.0412], [-2.6599, -0.9208, 1.7126], [2.5542, 0.0740, 1.6042], [-1.2452, 2.2617, 1.5754], [-1.6125, 1.7165, 0.2573], [3.2275, -0.0621, -0.3425], [-0.5791, -1.1596, -1.4290], [-0.2711, 1.2247, -0.5739], [2.9062, -1.4672, 1.1361], [-3.5187, -0.7166, -0.6107], [4.1260, -0.4994, -0.7825], [-2.1751, -1.6264, 1.2723], [3.3890, 1.0153, -0.3437]],
  "atomic_forces_ev_per_a": [[-0.06, -0.07, 0.00], [-0.10, -0.01, -0.07], [-0.12, -0.05, -0.13], [0.11, -0.07, 0.15], [-0.05, -0.04, -0.05], [-0.10, -0.09, 0.02], [-0.08, 0.43, 0.41], [-0.03, -0.05, 0.02], [0.33, 0.21, -0.22], [0.20, 0.09, -0.02], [0.03, 0.02, -0.07], [-0.15, -0.05, 0.03], [0.03, -0.09, 0.07], [0.18, 0.47, -0.21], [0.02, -0.01, -0.13], [-0.06, -0.04, 0.02], [-0.22, -0.36, 0.29], [-0.08, -0.06, 0.04], [0.05, -0.12, -0.20], [0.03, 0.06, -0.03], [0.09, -0.22, 0.04], [-0.04, 0.05, 0.04]]
}